A cluster of 2 separate species, C4H11NO3 in total. Source: OMol25; level of theory: ωB97M-V/def2-TZVPD.

Properties
Total charge: 0
LUMO energy (eV): 0.5
Energy relative to the best compared isomer or geometry (same formula, charge and spin) (kcal per mole): 38.3
SMILES: CCNCC(=O)O.O
HOMO energy (Eh): -0.3385

Each line ends with the Mulliken charge.
CARTESIAN COORDINATES (ANGSTROEM)
C -1.17 -1.31 -1.59  -1.280
C 0.02 -0.45 -1.14  0.377
N 0.22 -0.76 0.27  -0.410
C 0.94 0.34 0.95  -0.347
C 1.40 -0.07 2.35  0.362
O 2.52 -0.28 2.69  -0.510
O 0.27 -0.44 3.02  -0.436
H -1.19 -1.60 -2.65  0.366
H -2.09 -0.79 -1.38  0.360
H -1.13 -2.25 -1.06  0.378
H -0.27 0.60 -1.33  -0.397
H 0.92 -0.60 -1.67  0.323
H -0.61 -0.99 0.80  0.283
H 1.86 0.50 0.35  0.341
H 0.40 1.29 1.07  0.235
H 0.41 -0.62 3.95  0.332
O -0.53 2.60 -1.82  -0.644
H -1.03 1.78 -1.75  0.350
H -0.94 3.06 -1.06  0.315

***

A structure of composition C43H44BF4N2P2PdSi. Source: OMol25; level of theory: ωB97M-V/def2-TZVPD.

Properties
Total charge: +3
LUMO energy (alpha / beta) (eV): -10.8 / -10.8
Energy relative to the best compared isomer or geometry (same formula, charge and spin) (kcal per mole): 0.0
HOMO energy (alpha / beta) (Eh): -0.5930 / -0.5930

Each line ends with the Mulliken charge.
CARTESIAN COORDINATES (ANGSTROEM)
Pd -0.17 0.36 -0.17  0.064
C -3.63 -1.36 0.39  -1.421
Si -1.80 -1.46 -0.10  2.236
C -1.04 -2.71 1.15  0.557
C -1.53 -4.01 1.23  -0.673
C -1.11 -4.85 2.25  -0.874
C -0.19 -4.41 3.20  -0.916
C 0.32 -3.13 3.11  -0.528
C -0.10 -2.29 2.08  -0.565
P 0.59 -0.62 2.02  1.692
C 2.31 -0.79 2.48  0.469
C 2.85 -0.24 3.65  -0.495
C 4.18 -0.45 3.94  -0.798
C 4.99 -1.18 3.08  -0.668
C 4.46 -1.72 1.91  -0.623
C 3.13 -1.52 1.60  -0.313
C -0.25 0.38 3.25  1.013
C 0.28 1.64 3.56  -0.956
C -0.27 2.38 4.59  -0.860
C -1.38 1.89 5.28  -0.831
C -1.95 0.67 4.92  -0.848
C -1.40 -0.08 3.90  -1.069
C -1.70 -2.37 -1.77  -0.197
C -2.72 -3.24 -2.16  -0.485
C -2.63 -3.92 -3.36  -0.818
C -1.50 -3.79 -4.16  -1.058
C -0.47 -2.94 -3.78  -0.509
C -0.60 -2.21 -2.60  0.059
P 0.64 -0.93 -2.23  1.732
C 0.40 0.42 -3.42  0.456
C 0.31 1.72 -2.92  1.142
C 0.27 2.80 -3.77  -0.699
C 0.28 2.60 -5.14  -0.837
C 0.32 1.30 -5.65  -0.852
C 0.40 0.21 -4.80  -0.395
C 2.24 -1.64 -2.51  0.462
C 3.26 -0.88 -3.08  -0.728
C 4.51 -1.44 -3.24  -0.837
C 4.76 -2.74 -2.81  -0.583
C 3.75 -3.49 -2.23  -0.728
C 2.49 -2.95 -2.06  -0.552
H -3.97 -2.37 0.61  0.548
H -4.24 -0.95 -0.42  0.471
H -3.80 -0.76 1.29  0.396
H -2.25 -4.37 0.51  0.508
H -1.50 -5.86 2.31  0.480
H 0.14 -5.07 3.99  0.483
H 1.04 -2.78 3.85  0.553
H 2.23 0.31 4.34  0.438
H 4.60 -0.05 4.86  0.477
H 6.03 -1.33 3.32  0.455
H 5.09 -2.27 1.23  0.524
H 2.71 -1.93 0.69  0.211
H 1.14 2.01 3.01  0.707
H 0.16 3.33 4.86  0.559
H -1.79 2.45 6.10  0.475
H -2.81 0.29 5.46  0.546
H -1.83 -1.04 3.62  0.485
H -3.59 -3.38 -1.53  0.449
H -3.45 -4.56 -3.67  0.481
H -1.42 -4.36 -5.08  0.493
H 0.42 -2.87 -4.38  0.571
H 0.33 1.86 -1.84  -1.308
H 0.26 3.81 -3.38  0.543
H 0.26 3.44 -5.82  0.461
H 0.30 1.14 -6.72  0.474
H 0.45 -0.78 -5.22  0.359
H 3.07 0.14 -3.39  0.451
H 5.30 -0.87 -3.72  0.501
H 5.75 -3.16 -2.92  0.471
H 3.94 -4.51 -1.91  0.496
H 1.69 -3.53 -1.61  0.454
F 2.37 2.45 -0.95  -0.359
B 2.54 1.61 0.13  -0.004
F 1.37 1.82 1.02  0.320
F 2.29 0.24 -0.33  0.468
F 3.69 1.69 0.81  -0.288
C -1.49 4.98 0.07  -0.988
C -0.69 3.65 0.09  -0.557
N -1.61 2.50 0.12  1.968
C -2.34 2.51 1.41  0.918
C -3.03 3.88 1.62  -1.137
N -2.92 4.65 0.35  0.083
C -3.48 3.86 -0.78  -0.960
C -2.59 2.61 -0.98  -0.429
H -1.43 5.48 -0.89  0.326
H -1.13 5.67 0.83  0.358
H -0.05 3.60 0.97  0.441
H -0.04 3.59 -0.78  0.063
H -1.63 2.33 2.21  -1.269
H -3.07 1.71 1.41  0.364
H -2.55 4.46 2.41  0.431
H -4.08 3.76 1.87  0.389
H -3.45 5.52 0.44  0.300
H -3.50 4.48 -1.68  0.369
H -4.51 3.59 -0.54  0.323
H -2.05 2.67 -1.92  0.273
H -3.20 1.71 -1.00  0.221

***

The molecule C11H8ClOP. Source: OMol25; level of theory: ωB97M-V/def2-TZVPD.

Properties
Total charge: 0
LUMO energy (eV): 0.1
Energy relative to the best compared isomer or geometry (same formula, charge and spin) (kcal per mole): 0.0
HOMO energy (Eh): -0.3072

Each line ends with the Mulliken charge.
CARTESIAN COORDINATES (ANGSTROEM)
C -3.34 1.49 0.06  -0.608
C -3.06 0.33 0.75  -0.493
C -2.30 2.07 -0.70  -0.686
C -1.81 -0.24 0.73  -0.583
C -0.98 1.62 -0.61  -0.420
C -0.75 0.43 0.08  0.591
C 2.03 -2.35 -0.18  -0.415
C 0.84 -1.75 -0.02  -0.502
C 3.28 -1.74 -0.04  -0.404
C 0.59 -0.32 0.08  0.381
C 3.42 -0.43 0.03  0.066
O 1.76 2.26 0.28  -0.666
P 1.93 0.77 0.19  0.663
Cl 4.91 0.41 -0.05  -0.180
H -4.30 1.92 0.02  0.421
H -3.83 -0.21 1.25  0.377
H -2.46 2.80 -1.33  0.516
H -1.82 -1.16 1.20  0.390
H -0.10 1.96 -1.22  0.289
H 1.93 -3.37 -0.28  0.408
H -0.12 -2.23 -0.11  0.353
H 4.15 -2.27 -0.11  0.503

***

The molecule C5H7NOS2. Source: OMol25; level of theory: ωB97M-V/def2-TZVPD.

Properties
Total charge: 0
LUMO energy (alpha / beta) (eV): -0.7 / -1.1
Energy relative to the best compared isomer or geometry (same formula, charge and spin) (kcal per mole): 71.7
HOMO energy (alpha / beta) (Eh): -0.3150 / -0.3052

Each line ends with the Mulliken charge.
CARTESIAN COORDINATES (ANGSTROEM)
C -0.03 1.24 0.33  0.852
C -1.14 0.68 1.00  -1.006
C 0.82 -0.99 0.37  -0.414
C -1.46 -1.87 -0.15  -0.399
C 1.61 0.61 -1.26  -0.982
N 0.87 0.29 -0.06  0.032
O 0.16 2.40 0.05  -0.599
S -2.24 -0.30 -0.11  -0.103
S 0.13 -2.19 -0.74  -0.104
H -0.72 0.20 1.84  0.449
H -1.85 1.35 1.46  0.364
H 0.53 -1.10 1.47  0.415
H -1.90 -2.55 0.49  0.479
H 1.86 1.71 -1.19  0.354
H 2.52 -0.08 -1.39  0.322
H 0.86 0.61 -2.11  0.340

***

A cluster of 5 separate species, C27H75FN12O7P4 in total. Source: OMol25; level of theory: ωB97M-V/def2-TZVPD.

Properties
Total charge: -1
LUMO energy (alpha / beta) (eV): 2.2 / 2.1
Spin multiplicity: 2
⟨S²⟩: 0.750
HOMO energy (alpha / beta) (Eh): 0.0335 / -0.2194

Each line ends with the Mulliken spin population.
CARTESIAN COORDINATES (ANGSTROEM)
C -2.28 1.02 -1.99  0.323
C -1.04 1.03 -1.07  -0.053
O -0.73 -0.33 -1.05  0.094
C -1.04 -0.87 -2.21  -0.161
O -0.65 -1.89 -2.78  0.016
O -1.95 -0.08 -2.86  -0.112
F -1.28 1.51 0.13  -0.190
H -2.30 1.97 -2.53  -0.019
H -3.05 0.75 -1.28  -0.042
H -0.25 1.64 -1.50  0.084
O -1.45 0.16 5.23  0.039
P -1.07 1.57 5.60  -0.151
N -2.01 2.21 6.83  -0.472
C -3.31 2.84 6.46  0.470
C -2.11 1.46 8.12  0.222
N -1.04 2.75 4.32  -0.416
C -0.74 4.18 4.62  0.643
C -1.51 2.47 3.03  0.150
N 0.49 1.83 6.28  -0.716
C 1.47 0.74 5.93  0.263
C 0.86 2.95 7.25  0.768
H -3.14 3.91 6.31  -0.057
H -4.04 2.97 7.26  -0.089
H -3.91 2.41 5.66  0.005
H -1.97 2.04 9.04  -0.026
H -1.37 0.66 8.08  -0.005
H -3.04 0.91 8.15  0.093
H -0.92 4.95 3.88  -0.534
H -1.52 4.55 5.29  -0.437
H 0.21 4.30 5.14  0.771
H -2.58 2.24 3.08  0.301
H -1.31 3.35 2.43  -0.090
H -0.94 1.64 2.60  0.000
H 0.97 -0.09 5.44  0.081
H 2.25 1.00 5.20  -0.146
H 1.87 0.39 6.88  0.052
H 1.28 2.46 8.14  -0.001
H 0.01 3.59 7.48  -0.056
H 1.72 3.43 6.79  -0.059
O -0.10 3.15 -3.64  -0.013
P 0.96 3.03 -4.66  -0.016
N 2.45 3.77 -4.13  -0.097
C 2.84 5.23 -4.36  0.149
C 2.97 3.35 -2.83  -0.173
N 0.57 3.69 -6.09  -0.356
C 1.40 3.78 -7.32  0.118
C -0.73 4.24 -6.24  0.132
N 1.29 1.37 -5.16  0.051
C 0.30 0.45 -5.72  0.005
C 2.65 0.98 -5.36  0.062
H 3.89 5.50 -4.22  -0.053
H 2.21 5.88 -3.77  0.004
H 2.76 5.47 -5.42  0.016
H 2.28 3.51 -2.00  0.168
H 3.92 3.71 -2.44  -0.060
H 2.93 2.27 -2.72  0.057
H 2.37 3.33 -7.11  0.029
H 1.01 3.36 -8.25  -0.005
H 1.50 4.84 -7.57  0.015
H -1.62 3.69 -5.92  0.014
H -0.66 5.21 -5.75  0.026
H -0.94 4.52 -7.27  0.006
H -0.24 -0.09 -4.94  0.034
H -0.30 1.04 -6.41  0.014
H 0.81 -0.25 -6.39  -0.026
H 3.03 1.30 -6.33  -0.002
H 2.76 -0.09 -5.19  -0.016
H 3.36 1.53 -4.75  -0.013
O -3.88 -7.86 -0.39  0.003
P -3.65 -7.11 -1.61  -0.011
N -5.00 -7.17 -2.71  -0.020
C -6.31 -6.55 -2.32  0.019
C -5.24 -8.40 -3.50  0.012
N -2.35 -7.79 -2.60  -0.024
C -1.67 -9.02 -2.14  0.005
C -1.77 -7.19 -3.69  0.016
N -3.10 -5.46 -1.43  -0.063
C -2.31 -5.11 -0.21  0.085
C -3.58 -4.43 -2.32  0.062
H -7.11 -7.28 -2.42  0.002
H -6.60 -5.78 -3.04  -0.002
H -6.29 -6.19 -1.29  -0.003
H -4.54 -9.21 -3.34  0.002
H -5.21 -8.16 -4.56  -0.004
H -6.26 -8.77 -3.41  0.002
H -0.97 -8.72 -1.37  0.003
H -2.36 -9.77 -1.75  0.003
H -1.14 -9.45 -2.99  -0.003
H -2.49 -6.76 -4.38  0.000
H -1.31 -6.21 -3.53  0.014
H -1.25 -7.92 -4.30  -0.004
H -2.22 -6.02 0.39  -0.002
H -1.29 -4.75 -0.37  -0.003
H -3.08 -4.41 0.10  -0.011
H -3.44 -4.71 -3.36  0.020
H -3.06 -3.49 -2.13  -0.015
H -4.59 -4.09 -2.08  -0.013
O 4.20 1.81 -0.07  0.028
P 3.74 1.44 1.31  0.034
N 2.74 0.09 1.53  -0.027
C 3.07 -1.08 0.68  0.069
C 1.80 -0.07 2.67  0.041
N 2.68 2.69 2.01  -0.257
C 1.49 3.10 1.28  -0.130
C 2.85 3.23 3.43  0.671
N 4.97 1.36 2.54  -0.464
C 5.10 0.09 3.29  0.145
C 6.03 2.35 2.73  0.217
H 3.91 -1.65 1.08  0.011
H 3.42 -0.60 -0.23  -0.023
H 2.21 -1.73 0.52  0.020
H 1.10 -0.84 2.35  -0.128
H 1.22 0.82 2.91  0.032
H 2.44 -0.45 3.47  0.080
H 0.97 3.75 1.99  0.252
H 1.73 3.71 0.41  -0.045
H 0.93 2.18 1.11  0.024
H 1.93 2.92 3.93  -0.267
H 3.68 2.73 3.94  0.016
H 3.01 4.30 3.54  -0.058
H 6.15 -0.20 3.38  -0.029
H 4.99 0.26 4.36  0.010
H 4.47 -0.69 2.85  0.088
H 6.90 2.08 2.13  0.022
H 6.41 2.41 3.75  -0.069
H 5.62 3.33 2.48  0.057

***

A structure of composition C14H22N3NiO3SSe. Source: OMol25; level of theory: ωB97M-V/def2-TZVPD.

Properties
Total charge: 0
LUMO energy (alpha / beta) (eV): 0.5 / 0.3
Spin multiplicity: 4
⟨S²⟩: 3.773
HOMO energy (alpha / beta) (Eh): -0.1323 / -0.2490

Each line ends with the Mulliken spin population.
CARTESIAN COORDINATES (ANGSTROEM)
Ni -0.42 -0.99 -0.02  1.679
O 0.72 0.65 0.41  0.109
N 0.36 1.77 -0.23  0.275
C 0.83 2.98 0.25  0.265
C 0.35 4.16 -0.24  -0.176
C -0.63 4.17 -1.26  0.412
C -1.07 2.93 -1.76  -0.054
C -0.58 1.76 -1.25  0.133
S -1.11 0.21 -1.82  0.183
H 1.55 2.90 1.04  0.044
H 0.73 5.09 0.15  -0.010
H -1.03 5.09 -1.64  0.052
H -1.79 2.88 -2.55  -0.009
C -2.60 -2.95 -1.25  0.001
O -2.20 -2.32 -0.05  0.026
C -3.27 -1.78 0.69  -0.001
C -2.68 -1.30 2.02  0.003
O -1.69 -0.31 1.84  0.000
C -2.16 1.02 1.81  0.006
H -3.33 -3.74 -1.03  0.000
H -1.71 -3.39 -1.69  0.001
H -3.05 -2.24 -1.95  0.000
H -4.03 -2.55 0.88  0.001
H -3.73 -0.95 0.14  -0.003
H -2.18 -2.15 2.49  -0.001
H -3.48 -0.92 2.67  0.001
H -2.82 1.20 2.66  0.001
H -2.68 1.27 0.88  -0.005
H -1.28 1.66 1.91  -0.008
C 2.29 -0.98 -2.60  0.001
N 2.84 -0.81 -1.29  0.003
C 3.71 0.17 -0.88  0.008
C 3.84 0.05 0.46  0.001
N 3.07 -0.99 0.88  0.008
C 2.75 -1.36 2.23  0.002
C 2.42 -1.50 -0.20  -0.019
Se 1.09 -2.79 -0.16  0.068
H 2.79 -0.31 -3.30  0.000
H 1.22 -0.76 -2.58  0.004
H 2.42 -2.02 -2.93  -0.001
H 4.15 0.86 -1.56  -0.002
H 4.43 0.64 1.15  0.002
H 3.40 -0.83 2.91  -0.001
H 2.86 -2.43 2.36  -0.002
H 1.70 -1.09 2.42  0.005

***

A structure of composition C5H11NO3. Source: OMol25; level of theory: ωB97M-V/def2-TZVPD.

Properties
Total charge: 0
LUMO energy (eV): 0.8
Energy relative to the best compared isomer or geometry (same formula, charge and spin) (kcal per mole): 116.4
HOMO energy (Eh): -0.3088

Each line ends with the Mulliken charge.
CARTESIAN COORDINATES (ANGSTROEM)
C 0.68 1.17 -1.87  -0.742
C -1.35 -0.19 -0.59  0.761
N -2.08 0.97 -0.47  -0.465
O 0.39 0.23 -0.83  -0.140
O -1.73 -1.18 -1.13  -0.558
H -3.08 0.82 -0.53  0.276
H -1.80 1.58 0.28  0.231
H 0.07 0.86 -2.72  0.299
H 1.74 1.05 -2.10  0.287
H 0.42 2.19 -1.61  0.322
C -0.51 -1.74 1.48  -0.744
C 1.01 0.43 0.58  0.126
C 2.20 -0.12 0.82  -0.886
O -0.69 -0.40 1.07  -0.469
H 0.73 1.40 0.96  0.241
H -1.26 -2.00 2.22  0.249
H 0.52 -1.86 1.85  0.315
H -0.60 -2.44 0.64  0.308
H 2.53 -1.04 0.35  0.331
H 2.82 0.29 1.61  0.260

***

The molecule Cl2H2. Source: OMol25; level of theory: ωB97M-V/def2-TZVPD.

Properties
Total charge: 0
LUMO energy (eV): 1.0
Energy relative to the best compared isomer or geometry (same formula, charge and spin) (kcal per mole): 33.3
HOMO energy (Eh): -0.3726

Each line ends with the Mulliken charge.
CARTESIAN COORDINATES (ANGSTROEM)
H -1.10 1.71 1.21  0.217
H 1.02 -0.95 0.54  0.289
Cl -0.75 0.64 0.58  -0.234
Cl 0.75 -0.69 -0.68  -0.272

***

Q: What is the total charge in the fourth record?
A: 0

***

What did the fourth record say?
The molecule C5H7NOS2. Source: OMol25; level of theory: ωB97M-V/def2-TZVPD.

Properties
Total charge: 0
LUMO energy (alpha / beta) (eV): -0.7 / -1.1
Energy relative to the best compared isomer or geometry (same formula, charge and spin) (kcal per mole): 71.7
HOMO energy (alpha / beta) (Eh): -0.3150 / -0.3052

Each line ends with the Mulliken charge.
CARTESIAN COORDINATES (ANGSTROEM)
C -0.03 1.24 0.33  0.852
C -1.14 0.68 1.00  -1.006
C 0.82 -0.99 0.37  -0.414
C -1.46 -1.87 -0.15  -0.399
C 1.61 0.61 -1.26  -0.982
N 0.87 0.29 -0.06  0.032
O 0.16 2.40 0.05  -0.599
S -2.24 -0.30 -0.11  -0.103
S 0.13 -2.19 -0.74  -0.104
H -0.72 0.20 1.84  0.449
H -1.85 1.35 1.46  0.364
H 0.53 -1.10 1.47  0.415
H -1.90 -2.55 0.49  0.479
H 1.86 1.71 -1.19  0.354
H 2.52 -0.08 -1.39  0.322
H 0.86 0.61 -2.11  0.340

***

Q: Look up the total charge of the sixth one.
A: 0

***

Q: What is the total charge in the fourth record?
A: 0